{"formula": "CH4N2S", "method": "ωB97M-V/def2-TZVPD", "species": ["H", "N", "C", "N", "S", "H", "H", "H"], "coordinates": [[-2.31, -0.53, -0.68], [-1.82, 0.26, -0.30], [-0.58, 0.27, 0.05], [0.63, -0.60, 0.01], [2.16, 0.01, -0.08], [-0.37, 1.09, 0.76], [0.47, -1.45, -0.64], [1.82, 0.97, 0.90]], "total_energy_ha": -548.1269, "max_force_ev_per_a": 6.06, "charge": 0}